[1]
{"formula": "C37H70As2N4OPRuS2", "method": "ωB97M-V with the def2-TZVPD basis set", "e_homo_ev": [-12.87, -12.84], "total_charge": 2, "gap_ev": [6.09, 6.30], "e_lumo_ev": [-6.7846, -6.5353], "spin_multiplicity": 2, "largest_force_ev_per_a": 3.022, "s2": 0.820, "species": ["Ru", "C", "C", "N", "C", "S", "N", "N", "C", "C", "C", "C", "C", "C", "C", "N", "H", "H", "H", "H", "H", "H", "H", "H", "H", "H", "H", "H", "H", "C", "C", "As", "C", "C", "C", "C", "H", "H", "H", "H", "H", "H", "H", "H", "H", "H", "H", "H", "H", "H", "H", "C", "As", "C", "C", "S", "H", "H", "H", "H", "H", "H", "H", "H", "H", "O", "P", "C", "C", "C", "C", "C", "C", "C", "C", "C", "C", "C", "C", "C", "C", "C", "C", "C", "C", "H", "H", "H", "H", "H", "H", "H", "H", "H", "H", "H", "H", "H", "H", "H", "H", "H", "H", "H", "H", "H", "H", "H", "H", "H", "H", "H", "H", "H", "H", "H", "H", "H"], "positions_angstrom": [[-0.124, -1.231, -0.001], [5.285, -3.984, 0.909], [5.395, -2.706, 0.085], [4.215, -2.450, -0.741], [3.037, -2.057, -0.265], [1.840, -1.609, -1.471], [2.851, -1.968, 1.023], [1.671, -1.526, 1.439], [1.461, -1.426, 2.708], [2.485, -1.894, 3.687], [0.207, -0.788, 3.099], [-0.051, -0.339, 4.391], [-1.230, 0.340, 4.655], [-2.153, 0.521, 3.636], [-1.835, 0.038, 2.378], [-0.684, -0.579, 2.116], [6.188, -4.108, 1.506], [5.175, -4.856, 0.264], [4.425, -3.928, 1.571], [6.248, -2.759, -0.588], [5.527, -1.851, 0.751], [4.282, -2.581, -1.737], [2.865, -2.860, 3.356], [2.085, -1.994, 4.693], [3.335, -1.208, 3.707], [0.678, -0.484, 5.175], [-1.422, 0.731, 5.646], [-3.085, 1.039, 3.806], [-2.512, 0.161, 1.542], [0.231, -4.445, -2.789], [-1.073, -4.478, -1.999], [-1.628, -2.732, -1.300], [-2.161, -1.790, -2.937], [-2.789, -0.435, -2.603], [-3.350, -3.232, -0.477], [-4.441, -3.569, -1.488], [0.469, -5.442, -3.159], [1.052, -4.107, -2.162], [0.156, -3.773, -3.645], [-0.987, -5.151, -1.146], [-1.891, -4.819, -2.635], [-2.842, -2.417, -3.514], [-1.252, -1.656, -3.528], [-3.765, -0.567, -2.134], [-2.921, 0.162, -3.504], [-2.146, 0.120, -1.917], [-3.668, -2.428, 0.190], [-3.108, -4.093, 0.145], [-4.817, -2.673, -1.981], [-5.278, -4.050, -0.984], [-4.081, -4.256, -2.254], [-1.251, -3.602, 4.815], [-1.597, -4.577, 3.178], [-3.528, -4.610, 3.020], [-1.054, -6.389, 3.557], [-0.492, -3.886, 1.508], [-1.687, -4.156, 5.646], [-1.696, -2.610, 4.766], [-0.176, -3.517, 4.959], [-3.915, -5.085, 3.921], [-3.830, -5.186, 2.148], [-3.920, -3.597, 2.949], [-1.652, -6.773, 4.383], [0.000, -6.397, 3.828], [-1.197, -7.011, 2.676], [-0.228, 0.817, -0.798], [0.469, 2.144, -1.072], [-0.887, 3.394, -0.921], [-1.808, 3.040, 0.253], [-3.143, 3.788, 0.122], [-2.946, 5.226, -0.394], [-1.528, 5.710, -0.105], [-0.508, 4.887, -0.904], [1.955, 2.100, 0.035], [3.168, 2.980, -0.275], [3.070, 4.395, 0.289], [2.730, 4.379, 1.777], [1.440, 3.601, 2.028], [1.559, 2.166, 1.515], [1.134, 2.129, -2.781], [1.451, 3.536, -3.335], [0.375, 3.999, -4.315], [0.335, 3.076, -5.542], [0.592, 1.606, -5.157], [0.189, 1.349, -3.707], [-1.448, 3.172, -1.840], [-1.322, 3.302, 1.196], [-1.990, 1.967, 0.265], [-3.621, 3.810, 1.104], [-3.807, 3.238, -0.548], [-3.668, 5.892, 0.077], [-3.124, 5.271, -1.472], [-1.329, 5.632, 0.967], [-1.426, 6.761, -0.375], [0.480, 5.040, -0.472], [-0.470, 5.265, -1.927], [2.229, 1.060, -0.196], [3.353, 3.019, -1.351], [4.034, 2.491, 0.181], [2.308, 4.960, -0.253], [4.018, 4.909, 0.129], [2.623, 5.401, 2.141], [3.549, 3.915, 2.336], [0.614, 4.109, 1.521], [1.210, 3.585, 3.095], [0.618, 1.625, 1.662], [2.328, 1.649, 2.099], [2.064, 1.557, -2.685], [2.409, 3.508, -3.858], [1.555, 4.262, -2.524], [0.580, 5.023, -4.629], [-0.602, 4.005, -3.825], [1.092, 3.397, -6.259], [-0.635, 3.172, -6.032], [1.653, 1.365, -5.272], [0.041, 0.944, -5.825], [0.240, 0.286, -3.463], [-0.847, 1.669, -3.558]], "lowdin_spin": [0.881, 0.000, 0.000, 0.000, -0.002, -0.026, 0.011, 0.048, 0.003, 0.001, 0.001, -0.001, 0.001, 0.000, 0.006, 0.011, 0.000, 0.000, 0.000, 0.000, 0.000, 0.000, 0.000, 0.000, 0.000, 0.000, 0.000, 0.000, 0.002, 0.000, -0.010, 0.013, 0.011, 0.004, 0.009, 0.002, 0.000, 0.000, 0.000, 0.000, -0.002, 0.001, 0.000, 0.000, 0.000, 0.003, 0.000, 0.000, 0.000, 0.001, 0.000, 0.000, -0.001, 0.000, 0.000, -0.005, 0.000, 0.000, 0.000, 0.000, 0.000, 0.000, 0.000, 0.000, 0.000, 0.030, 0.003, 0.000, 0.000, 0.000, 0.000, 0.000, 0.000, 0.002, 0.000, 0.000, 0.000, 0.000, 0.000, 0.000, 0.000, 0.000, 0.000, 0.000, 0.000, 0.000, 0.000, 0.000, 0.000, 0.000, 0.000, 0.000, 0.000, 0.000, 0.000, 0.000, 0.000, 0.000, 0.000, 0.000, 0.000, 0.000, 0.000, 0.000, 0.000, 0.000, 0.000, 0.000, 0.000, 0.000, 0.000, 0.000, 0.000, 0.000, 0.000, 0.000, 0.000, 0.000]}



[2]
{"formula": "C37H72FN5NbS2", "method": "ωB97M-V with the def2-TZVPD basis set", "e_homo_ev": -5.14, "total_charge": -1, "gap_ev": 7.01, "e_lumo_ev": 1.8684, "spin_multiplicity": 1, "largest_force_ev_per_a": 2.795, "species": ["C", "C", "C", "C", "C", "C", "C", "C", "C", "C", "C", "C", "C", "C", "Nb", "C", "C", "C", "S", "C", "C", "C", "F", "N", "C", "S", "H", "H", "H", "H", "H", "H", "H", "H", "H", "H", "H", "H", "H", "H", "H", "H", "H", "H", "H", "H", "H", "H", "H", "H", "H", "H", "H", "H", "H", "H", "H", "H", "H", "H", "H", "H", "H", "H", "H", "H", "H", "H", "H", "H", "C", "C", "C", "C", "N", "H", "H", "H", "H", "H", "H", "H", "C", "C", "C", "C", "N", "H", "H", "H", "H", "H", "H", "H", "C", "C", "C", "C", "N", "H", "H", "H", "H", "H", "H", "H", "C", "C", "C", "C", "N", "H", "H", "H", "H", "H", "H", "H"], "positions_angstrom": [[-3.219, -6.612, 3.735], [-2.919, -5.125, 3.532], [-3.983, -4.312, 2.757], [-4.783, -5.076, 1.709], [-3.966, -5.397, 0.452], [-4.860, -5.448, -0.791], [-5.365, -4.054, -1.211], [-4.907, -3.633, -2.599], [-3.399, -3.350, -2.664], [-3.014, -2.664, -3.970], [-1.597, -2.095, -3.987], [-1.064, -1.855, -5.416], [-0.978, -0.373, -5.823], [0.377, 0.014, -6.444], [2.124, 0.118, -4.998], [2.704, 2.297, -5.329], [4.178, 2.680, -5.122], [4.490, 2.824, -3.646], [6.237, 3.348, -3.524], [3.664, -0.376, -6.581], [5.032, -0.786, -6.055], [6.143, -0.670, -7.105], [4.994, -2.111, -5.616], [0.843, 0.567, -3.268], [1.489, 0.630, -2.249], [2.340, 0.627, -0.891], [-4.278, -6.828, 3.802], [-2.756, -7.223, 2.966], [-2.782, -6.939, 4.678], [-2.816, -4.674, 4.516], [-1.952, -5.014, 3.049], [-3.451, -3.533, 2.216], [-4.670, -3.850, 3.456], [-5.630, -4.448, 1.436], [-5.218, -5.994, 2.092], [-3.532, -6.387, 0.588], [-3.187, -4.654, 0.304], [-5.722, -6.066, -0.541], [-4.350, -5.943, -1.614], [-6.454, -4.100, -1.221], [-5.108, -3.307, -0.462], [-5.113, -4.449, -3.290], [-5.450, -2.742, -2.907], [-3.091, -2.762, -1.800], [-2.904, -4.317, -2.593], [-3.168, -3.371, -4.783], [-3.719, -1.847, -4.126], [-1.627, -1.123, -3.504], [-0.907, -2.728, -3.436], [-1.702, -2.366, -6.134], [-0.074, -2.292, -5.523], [-1.213, 0.288, -4.993], [-1.748, -0.197, -6.581], [0.572, -0.635, -7.299], [0.293, 1.035, -6.832], [3.483, -0.072, -3.784], [1.981, -1.696, -4.765], [2.088, 2.915, -4.674], [2.445, 2.521, -6.367], [4.854, 1.951, -5.562], [4.386, 3.646, -5.594], [3.865, 3.586, -3.196], [4.365, 1.875, -3.138], [6.475, 3.218, -2.211], [3.831, 0.523, -7.176], [3.307, -1.202, -7.196], [5.308, -0.173, -5.202], [6.730, 0.227, -6.924], [5.720, -0.573, -8.103], [6.806, -1.528, -7.078], [-3.947, 0.116, 3.992], [-5.013, 0.425, 5.034], [-5.608, -0.849, 5.645], [-6.229, -1.673, 4.608], [-6.703, -2.333, 3.795], [-4.360, -0.444, 3.151], [-3.517, 1.036, 3.597], [-3.137, -0.471, 4.430], [-5.809, 1.018, 4.579], [-4.577, 1.028, 5.832], [-6.360, -0.609, 6.397], [-4.825, -1.436, 6.128], [0.276, -0.007, 3.380], [0.073, 1.490, 3.177], [0.175, 2.291, 4.482], [-0.849, 1.866, 5.437], [-1.683, 1.530, 6.152], [-0.494, -0.428, 4.028], [0.227, -0.532, 2.427], [1.249, -0.213, 3.829], [-0.903, 1.664, 2.719], [0.824, 1.866, 2.481], [0.040, 3.354, 4.290], [1.154, 2.159, 4.943], [-1.821, 6.176, 5.773], [-0.804, 7.100, 6.434], [0.641, 6.767, 6.044], [0.989, 5.404, 6.447], [1.248, 4.336, 6.784], [-1.679, 5.140, 6.083], [-2.835, 6.464, 6.049], [-1.744, 6.222, 4.685], [-0.909, 7.041, 7.518], [-1.009, 8.133, 6.149], [1.339, 7.455, 6.521], [0.774, 6.852, 4.964], [7.255, 2.610, 2.228], [7.603, 3.093, 0.825], [8.263, 4.477, 0.815], [7.385, 5.497, 1.393], [6.687, 6.287, 1.851], [6.528, 3.269, 2.706], [6.818, 1.613, 2.190], [8.144, 2.566, 2.861], [6.697, 3.117, 0.217], [8.284, 2.382, 0.355], [8.507, 4.775, -0.205], [9.190, 4.460, 1.391]], "mulliken_charge": [-1.209, -0.630, -0.350, -0.588, -0.795, -0.954, -0.693, -1.075, -0.240, -0.931, -0.713, -0.706, -0.620, -1.205, -0.598, -1.289, -0.205, -0.536, -0.233, -1.068, 0.830, -1.369, -0.378, -0.644, 0.579, -0.422, 0.300, 0.278, 0.403, 0.437, 0.313, 0.322, 0.004, 0.489, 0.358, 0.314, 0.424, 0.435, 0.476, 0.312, 0.470, 0.280, 0.473, 0.363, 0.254, 0.428, 0.208, 0.333, 0.422, 0.401, 0.437, 0.376, 0.381, 0.442, 0.364, 0.028, 0.005, 0.677, 0.458, 0.006, 0.432, 0.440, 0.263, -0.060, 0.463, 0.618, 0.136, 0.301, 0.296, 0.429, -1.029, -0.471, -0.504, 0.318, -0.494, 0.518, 0.212, 0.188, 0.329, 0.317, 0.331, 0.290, -1.175, -0.450, -0.148, 0.278, -0.549, 0.297, 0.348, 0.331, 0.236, 0.366, 0.135, 0.342, -1.060, -0.397, -0.432, 0.258, -0.444, 0.268, 0.329, 0.305, 0.294, 0.303, 0.309, 0.281, -1.270, -0.210, -0.407, 0.236, -0.431, 0.368, 0.340, 0.315, 0.167, 0.337, 0.300, 0.277]}



[3]
{"formula": "C37H72N3O20P4S", "method": "ωB97M-V with the def2-TZVPD basis set", "e_homo_ev": -10.21, "total_charge": 1, "gap_ev": 6.58, "e_lumo_ev": -3.6274, "spin_multiplicity": 1, "largest_force_ev_per_a": 9.473, "species": ["C", "C", "O", "O", "C", "C", "C", "C", "C", "C", "C", "O", "C", "O", "C", "C", "C", "C", "C", "C", "C", "O", "C", "C", "C", "C", "C", "C", "C", "C", "C", "P", "O", "O", "O", "N", "C", "N", "N", "C", "S", "H", "H", "H", "H", "H", "H", "H", "H", "H", "H", "H", "H", "H", "H", "H", "H", "H", "H", "H", "H", "H", "H", "H", "H", "H", "H", "H", "H", "H", "H", "H", "H", "H", "H", "H", "H", "H", "H", "H", "H", "H", "H", "H", "H", "H", "C", "O", "P", "O", "O", "C", "O", "C", "H", "H", "H", "H", "H", "H", "H", "H", "H", "C", "O", "P", "O", "O", "C", "O", "C", "H", "H", "H", "H", "H", "H", "H", "H", "H", "C", "O", "P", "O", "O", "C", "O", "C", "H", "H", "H", "H", "H", "H", "H", "H", "H"], "positions_angstrom": [[-5.175, -2.109, -8.832], [-3.663, -2.198, -9.240], [-3.240, -1.320, -9.955], [-2.816, -3.241, -8.875], [-2.373, -3.146, -7.507], [-0.967, -2.388, -7.358], [-0.001, -3.285, -6.503], [1.202, -2.493, -5.807], [0.520, -1.368, -4.923], [1.322, -0.926, -3.651], [0.659, -1.435, -2.270], [-0.751, -1.389, -2.216], [-1.455, -0.371, -1.657], [-1.422, 0.082, -0.535], [-2.654, 0.197, -2.501], [-2.712, 0.169, -3.963], [-3.840, 0.640, -4.773], [-5.021, 1.189, -4.097], [-4.978, 1.258, -2.633], [-3.845, 0.778, -1.820], [1.543, -0.977, -1.039], [0.996, -1.253, 0.250], [0.716, -2.658, 0.373], [0.923, -3.236, 1.819], [2.450, -3.601, 2.011], [0.286, -2.342, 2.968], [1.212, -2.063, 4.215], [1.101, -3.311, 5.178], [0.564, -0.795, 4.977], [2.202, 0.467, -1.103], [1.548, 1.557, -0.173], [1.141, 3.205, -0.856], [2.220, 3.941, -1.591], [0.865, 4.134, 0.518], [-0.355, 3.231, -1.614], [2.670, 0.875, -2.456], [1.758, 0.586, -3.617], [0.683, 1.545, -3.815], [2.691, 0.727, -4.814], [2.183, 1.364, -5.749], [1.360, 1.974, -6.978], [-5.756, -2.924, -9.360], [-5.641, -1.143, -9.169], [-5.330, -2.217, -7.721], [-3.189, -2.641, -6.913], [-2.308, -4.201, -7.110], [-0.625, -2.217, -8.418], [-1.230, -1.389, -6.924], [0.397, -4.088, -7.184], [-0.639, -3.799, -5.721], [1.918, -2.112, -6.575], [1.665, -3.254, -5.106], [0.269, -0.525, -5.631], [-0.486, -1.802, -4.639], [2.299, -1.503, -3.700], [0.867, -2.551, -2.355], [-1.842, -0.242, -4.522], [-3.787, 0.536, -5.884], [-5.871, 1.513, -4.738], [-5.871, 1.674, -2.113], [-3.844, 0.822, -0.707], [2.442, -1.680, -1.071], [1.303, -3.322, -0.328], [-0.368, -2.827, 0.094], [0.368, -4.223, 1.835], [3.118, -2.702, 1.976], [2.637, -4.247, 2.913], [2.740, -4.247, 1.126], [-0.122, -1.402, 2.502], [-0.619, -2.893, 3.366], [2.259, -1.757, 3.973], [0.030, -3.465, 5.508], [1.745, -3.226, 6.091], [1.381, -4.263, 4.639], [1.321, 0.042, 4.952], [0.229, -1.035, 6.015], [-0.314, -0.409, 4.379], [3.187, 0.302, -0.561], [0.587, 1.184, 0.304], [2.182, 1.774, 0.740], [0.792, 5.064, 0.227], [-0.364, 3.968, -2.257], [3.519, 0.312, -2.657], [2.995, 1.855, -2.551], [0.995, 2.495, -3.580], [-0.136, 1.301, -3.241], [1.720, 4.987, 10.033], [1.860, 4.547, 8.680], [0.783, 3.296, 8.232], [1.769, 2.230, 8.660], [0.940, 3.616, 6.638], [2.039, 4.346, 6.118], [-0.413, 2.138, 7.874], [-1.744, 2.516, 8.265], [2.432, 5.793, 10.209], [0.711, 5.365, 10.205], [1.930, 4.166, 10.722], [2.990, 3.993, 6.521], [1.916, 5.411, 6.318], [2.054, 4.205, 5.034], [-2.038, 3.440, 7.759], [-1.791, 2.657, 9.346], [-2.432, 1.721, 7.983], [-5.262, 2.206, 13.193], [-5.945, 2.633, 12.010], [-5.771, 1.582, 10.678], [-4.526, 2.261, 10.158], [-7.112, 2.175, 9.965], [-7.636, 3.457, 10.278], [-5.751, 0.354, 9.498], [-6.087, -0.951, 9.990], [-5.453, 2.932, 13.983], [-5.634, 1.232, 13.513], [-4.186, 2.150, 13.010], [-6.857, 4.222, 10.294], [-8.159, 3.430, 11.234], [-8.359, 3.723, 9.503], [-7.091, -0.948, 10.421], [-5.362, -1.265, 10.746], [-6.058, -1.654, 9.159], [4.454, -1.047, -6.848], [5.827, -0.653, -6.844], [6.826, -1.579, -7.877], [7.153, -2.607, -6.820], [7.961, -0.410, -7.939], [8.074, 0.595, -6.944], [7.657, -2.396, -9.116], [6.989, -2.397, -10.385], [3.904, -0.387, -6.175], [4.037, -0.954, -7.854], [4.354, -2.079, -6.500], [8.032, 0.175, -5.936], [7.295, 1.347, -7.073], [9.043, 1.084, -7.069], [6.836, -1.373, -10.735], [6.024, -2.906, -10.302], [7.608, -2.931, -11.105]], "mulliken_charge": [-0.814, 0.649, -0.516, -0.370, -0.553, -0.096, -1.186, -0.469, -1.476, 0.080, -0.067, -0.304, 0.487, -0.488, 0.587, 0.219, -0.759, -0.484, -0.502, -0.777, -0.594, -0.066, -0.776, 0.474, -1.615, -0.952, 0.975, -1.554, -1.344, -0.920, -0.410, 0.486, -0.728, -0.509, -0.456, 0.301, -0.416, -0.220, -0.849, 0.644, -0.191, 0.297, 0.296, 0.257, 0.238, 0.337, 0.450, 0.070, 0.407, 0.432, 0.110, 0.341, 0.241, 0.930, 0.875, 0.448, 0.153, 0.436, 0.380, 0.357, 0.403, 0.646, 0.362, 0.202, 0.293, 0.238, 0.391, 0.466, 0.209, 0.243, 0.364, 0.376, 0.375, 0.324, 0.234, 0.356, 0.287, 0.600, 0.228, 0.565, 0.344, 0.336, 0.630, 0.599, 0.409, -0.046, -0.749, -0.311, 0.925, -0.625, -0.236, -0.607, -0.209, -0.772, 0.239, 0.324, 0.315, 0.304, 0.261, 0.212, 0.343, 0.364, 0.238, -0.718, -0.310, 0.877, -0.512, -0.284, -0.585, -0.277, -0.755, 0.241, 0.317, 0.293, 0.281, 0.246, 0.261, 0.328, 0.345, 0.239, -0.422, -0.414, 1.085, -0.640, -0.297, -0.572, -0.297, -0.745, -0.105, 0.432, 0.377, 0.264, 0.225, 0.276, 0.327, 0.324, 0.250]}